Below is the ion C4H6N with charge +1 in a non-equilibrium geometry, with properties calculated with wB97M-V/def2-TZVPD.

Lowest unoccupied orbital energy in Eh: -0.1873
Energy relative to the best compared isomer or geometry (same formula, charge and spin) in eV: 1.467
SMILES: C#[N+]/C=C/C
DFT total energy in Ha: -210.4021
E_HOMO in eV: -14.82
HOMO-LUMO gap in eV: 9.719
2S+1: 1
Molecular weight in g/mol: 68.099
Total charge: +1

Last column: Löwdin charge in e.
Element x y z (Å)
C 2.08790 -1.89204 0.47654  0.32
N 1.61995 -0.91162 0.24325  0.13
C 0.81530 0.11529 -0.01240  -0.08
C -0.50344 0.17575 0.31463  -0.06
C -1.42390 1.08165 -0.32868  -0.09
H 2.54619 -2.87214 0.66792  0.16
H 1.23883 0.87260 -0.58069  0.12
H -1.07626 -0.51717 0.80479  0.10
H -2.10089 1.63568 0.39193  0.11
H -1.01389 1.91765 -1.02920  0.12
H -2.18978 0.39437 -0.94809  0.16

=====

Below is a structure of composition C29H49BrN2OP2Re in a non-equilibrium geometry, with properties calculated with wB97M-V/def2-TZVPD.

Lowest unoccupied orbital energy (alpha / beta) in Eh: -0.5159 / -0.5670
Energy relative to the best compared isomer or geometry (same formula, charge and spin) in eV: 7.069
DFT total energy in Ha: -4652.3589
E_HOMO (alpha / beta) in eV: -18.75 / -18.75
HOMO-LUMO gap (alpha / beta) in eV: 4.709 / 3.326
2S+1: 4
Molecular weight in g/mol: 769.783
<S²>: 3.881
Total charge: +4

Last column: Löwdin charge in e.
Element x y z (Å)
N 3.89070 5.43636 1.96029  0.11
C 3.88462 4.11492 2.12343  -0.09
C 2.79054 3.30082 1.75048  -0.04
C 1.71183 3.94901 1.14173  -0.27
C 1.70309 5.33632 0.98432  0.00
C 2.84446 6.04102 1.39094  -0.07
C 0.49817 3.24411 0.56311  -0.30
Re -0.14272 1.46942 0.05745  1.24
P -1.78899 0.33949 -2.03365  1.18
C 0.38197 2.99131 -0.98448  -0.29
C 1.61231 2.59873 -1.85275  -0.14
C 1.34866 1.81787 -2.98942  -0.03
C 2.36229 1.43689 -3.86205  -0.04
C 3.68859 1.72064 -3.49869  -0.63
C 3.99370 2.36240 -2.28671  -0.02
C 2.95102 2.86771 -1.50874  0.05
Br 5.02236 1.32511 -4.67943  1.23
H -0.37185 3.76901 0.97576  0.06
H -0.27421 3.70713 -1.47816  0.13
H 2.78545 2.21607 1.91018  0.10
H 0.84899 5.84391 0.52646  0.13
H 4.75338 3.63909 2.58222  0.13
H 2.87362 7.12073 1.23155  0.13
H 0.31955 1.46363 -3.11855  0.04
H 3.16805 3.47514 -0.63440  0.11
H 2.09715 0.93809 -4.79392  0.14
H 5.02766 2.49074 -1.98175  0.14
P -1.91467 1.73723 1.36703  0.86
C -1.37264 -0.64528 -3.60626  -0.34
C -2.33336 -0.81030 -4.77393  -0.09
H -1.11844 -1.65781 -3.26684  0.08
H -0.42989 -0.20735 -3.96053  0.09
H -1.89437 -1.55671 -5.44936  0.11
H -3.31846 -1.17522 -4.46447  0.10
H -2.45070 0.11150 -5.34379  0.07
C -2.06621 1.99406 -3.02480  -0.32
C -3.40199 2.05068 -3.76476  -0.08
H -1.24505 2.13899 -3.73694  0.09
H -1.99033 2.79080 -2.27501  0.02
H -3.76299 3.08505 -3.75772  0.11
H -3.27879 1.76113 -4.81287  0.08
H -4.16673 1.41022 -3.31172  0.10
C -0.58093 -0.81537 -1.15794  -0.48
C -1.16522 -2.20801 -0.93290  -0.09
H -0.50382 -0.57391 -0.04435  0.02
H 0.37398 -0.79427 -1.70645  0.08
H -1.17252 -2.38926 0.14871  0.10
H -2.19352 -2.24880 -1.29616  0.10
H -0.50697 -2.93707 -1.40642  0.11
C -2.46396 0.13460 2.08032  -0.35
C -3.78949 0.29067 2.80725  -0.09
H -1.66522 -0.22982 2.74363  0.09
H -2.53156 -0.58944 1.25160  0.07
H -3.67923 0.93188 3.68579  0.09
H -4.55132 0.71198 2.15057  0.07
H -4.14886 -0.68923 3.12839  0.11
C -3.37540 2.27527 0.33006  -0.34
C -3.21050 3.72246 -0.13698  -0.12
H -4.30815 2.11693 0.89424  0.10
H -3.42873 1.60510 -0.54313  0.03
H -3.35882 4.42632 0.70038  0.10
H -2.21162 3.89715 -0.56331  0.04
H -3.94384 3.96057 -0.92507  0.10
C -2.00331 2.96990 2.77878  -0.33
C -1.12625 2.73876 4.01601  -0.10
H -3.05004 3.13139 3.08532  0.12
H -1.71630 3.93364 2.33485  0.08
H -1.31366 3.53488 4.75924  0.11
H -1.34835 1.78673 4.51494  0.08
H -0.04823 2.76867 3.78741  0.07
C 2.36225 -2.60455 2.81940  0.01
N 2.04543 -1.18708 2.74320  -0.11
C 2.02904 -0.41069 3.97954  0.02
C 1.71359 -0.59725 1.58128  -0.42
C 2.23651 -1.12605 0.28317  0.04
O 0.90220 0.38721 1.64606  -0.15
H 2.69491 -2.81236 3.84248  0.11
H 3.14928 -2.88919 2.10361  0.11
H 1.48004 -3.23958 2.61297  0.12
H 2.64461 0.49420 3.86242  0.11
H 1.00676 -0.13207 4.26594  0.10
H 2.45788 -1.05711 4.75330  0.11
H 1.48459 -1.81262 -0.13913  0.09
H 2.36490 -0.28610 -0.41664  0.08
H 3.19922 -1.64676 0.40316  0.12

=====

Below is a structure of composition C45H94N5O13 in a non-equilibrium geometry, with properties calculated with wB97M-V/def2-TZVPD.

Lowest unoccupied orbital energy in Eh: -0.1756
Energy relative to the best compared isomer or geometry (same formula, charge and spin) in eV: 54.783
DFT total energy in Ha: -3019.1634
E_HOMO in eV: -9.37
HOMO-LUMO gap in eV: 4.590
2S+1: 1
Molecular weight in g/mol: 913.269
Total charge: +1

Last column: Löwdin charge in e.
Element x y z (Å)
C -13.71683 -19.96113 -5.32712  0.02
C -14.29671 -18.46222 -4.98775  -0.15
C -15.56897 -18.11035 -5.92619  -0.25
C -16.83467 -18.89293 -5.54016  0.04
C -17.16893 -18.28374 -4.04925  -0.18
C -16.06951 -18.74894 -3.00876  -0.21
N -14.66282 -18.31320 -3.45592  0.10
O -13.58587 -18.52838 -2.60435  0.13
C -16.18261 -20.38704 -2.85225  0.05
C -16.36780 -17.94934 -1.66793  0.00
C -13.20178 -17.37557 -5.35003  0.00
H -12.93304 -20.18429 -4.60325  0.09
H -13.37593 -20.15833 -6.34349  0.05
H -14.45452 -20.76003 -5.25177  0.06
H -15.42778 -18.42420 -6.96044  -0.01
H -15.85027 -17.06151 -5.83178  0.04
H -16.77956 -19.98142 -5.52450  0.13
H -17.61626 -18.62916 -6.25266  0.10
H -18.10073 -18.76086 -3.74560  0.08
H -17.33739 -17.21744 -3.89851  0.12
H -17.22710 -20.68862 -2.77363  0.09
H -15.71381 -20.62759 -1.89807  0.08
H -15.81629 -21.05851 -3.62881  0.07
H -17.40758 -17.96568 -1.34129  0.07
H -15.91690 -16.96915 -1.51298  0.06
H -15.90138 -18.63492 -0.96044  0.13
H -12.92504 -17.49048 -6.39803  0.10
H -12.46339 -17.25202 -4.55781  0.14
H -13.68858 -16.40276 -5.28094  0.02
C -20.72455 -11.50299 -2.66874  -0.08
C -19.63700 -11.94900 -3.67856  -0.23
C -18.26497 -11.41535 -3.28913  -0.08
N -17.13846 -12.33586 -3.92272  -0.07
C -17.31101 -12.65234 -5.47083  0.03
C -16.94705 -13.58656 -3.02702  -0.10
C -15.47363 -13.83245 -2.76511  -0.04
C -14.79053 -12.83951 -3.62974  -0.12
C -15.76294 -11.63400 -3.66162  -0.05
H -20.92845 -10.43390 -2.60880  0.08
H -20.28919 -11.81871 -1.72065  0.07
H -21.64612 -12.06973 -2.80145  0.08
H -19.94602 -11.57391 -4.65422  0.12
H -19.63023 -13.03429 -3.57746  0.08
H -18.09939 -11.25235 -2.22418  0.13
H -18.08187 -10.47840 -3.81513  0.13
H -18.35685 -12.77931 -5.75049  0.14
H -16.64437 -13.43575 -5.83134  0.04
H -17.07259 -11.68758 -5.91858  0.14
H -17.39836 -14.35007 -3.66063  0.07
H -17.64096 -13.66902 -2.19049  0.10
H -15.20970 -14.88959 -2.73519  0.04
H -15.42475 -13.52788 -1.71966  0.15
H -14.63815 -13.30945 -4.60135  0.05
H -13.78209 -12.57398 -3.31249  0.11
H -15.56805 -10.99121 -4.52007  0.07
H -15.82407 -11.03965 -2.74997  0.16
C -10.45312 -9.79747 -7.39989  -0.10
C -11.76279 -10.04608 -6.71771  -0.25
C -12.25842 -11.44972 -6.87109  -0.15
N -13.16874 -11.99748 -5.82500  -0.11
C -14.42631 -11.17089 -5.57356  -0.01
C -12.37188 -12.24571 -4.56836  -0.12
C -12.34466 -13.69425 -4.35053  -0.07
C -13.49593 -14.34124 -5.09451  -0.27
C -13.61091 -13.40798 -6.28286  -0.12
H -10.25005 -8.73025 -7.48876  0.08
H -10.47469 -10.18695 -8.41770  0.09
H -9.58518 -10.17597 -6.85995  0.08
H -12.50539 -9.44576 -7.24333  0.12
H -11.65529 -9.86035 -5.64905  0.12
H -11.39658 -12.10884 -6.97539  0.14
H -12.82251 -11.52584 -7.80066  0.15
H -15.12831 -11.32899 -6.39227  0.11
H -14.29193 -10.09010 -5.52973  0.14
H -14.84101 -11.48593 -4.61602  -0.07
H -12.61934 -11.56534 -3.75353  0.15
H -11.31162 -12.01488 -4.67162  0.14
H -12.47436 -13.87172 -3.28292  0.14
H -11.39729 -14.10276 -4.70225  0.15
H -14.40782 -14.06850 -4.56332  0.03
H -13.42702 -15.42906 -5.09559  0.06
H -14.61062 -13.34452 -6.71257  0.05
H -12.97806 -13.90026 -7.02128  0.14
C -14.63673 -20.50517 -8.09742  -0.05
C -14.38779 -18.94009 -8.16132  -0.15
C -15.73574 -18.10791 -8.21528  -0.08
N -15.55015 -16.54702 -8.15702  -0.01
C -16.79294 -15.68937 -8.68112  0.07
C -14.48366 -16.15148 -9.24716  -0.08
C -13.21775 -15.90060 -8.48071  -0.09
C -13.69922 -15.42053 -7.07452  -0.13
C -15.09124 -16.12388 -6.81344  -0.20
H -15.10362 -20.65248 -7.12356  0.04
H -13.73471 -21.11123 -8.01281  0.09
H -15.32471 -20.92580 -8.83080  0.09
H -13.84649 -18.77278 -9.09250  0.11
H -13.75017 -18.75746 -7.29633  0.06
H -16.34680 -18.14486 -7.31342  0.08
H -16.31657 -18.37246 -9.09888  0.16
H -16.55046 -14.62753 -8.72369  0.08
H -17.56150 -15.59954 -7.91343  0.10
H -17.27124 -15.91762 -9.63360  0.13
H -14.69225 -15.21785 -9.76957  0.13
H -14.30135 -16.85792 -10.05698  0.13
H -12.61039 -15.19779 -9.05103  0.12
H -12.67352 -16.82982 -8.31199  0.10
H -13.94419 -14.36004 -7.01575  0.01
H -12.94961 -15.68017 -6.32700  0.10
H -15.83401 -15.48054 -6.34173  0.07
H -14.95202 -17.04744 -6.25151  0.01
C -16.48340 -15.30796 -0.19593  -0.05
C -17.62516 -16.04633 -0.84364  -0.24
C -17.80602 -15.58583 -2.22200  -0.13
N -19.02182 -16.13823 -3.03125  -0.03
C -19.12355 -15.45795 -4.43359  -0.05
C -20.41122 -16.03341 -2.22816  -0.04
C -20.45512 -17.29890 -1.39085  -0.16
C -19.87437 -18.36833 -2.31093  -0.08
C -18.84731 -17.71648 -3.27482  -0.17
H -15.57002 -15.51479 -0.75366  0.02
H -16.27798 -15.68824 0.80472  0.11
H -16.69026 -14.24279 -0.09244  0.09
H -18.51430 -15.73516 -0.29526  0.12
H -17.43119 -17.11119 -0.71504  0.05
H -16.90087 -15.86902 -2.75922  0.11
H -18.09093 -14.53580 -2.15582  0.07
H -18.99465 -14.40756 -4.17252  0.07
H -20.07234 -15.66753 -4.92753  0.13
H -18.28387 -15.80436 -5.03611  -0.07
H -21.24146 -15.97258 -2.93179  0.13
H -20.25051 -15.08357 -1.71817  0.12
H -21.53085 -17.44048 -1.28660  0.11
H -20.05650 -17.17471 -0.38398  0.11
H -20.71886 -18.92020 -2.72370  0.12
H -19.32693 -19.04875 -1.65868  0.12
H -18.85452 -18.06812 -4.30652  0.13
H -17.80464 -17.95175 -3.06133  -0.02
O -14.90437 -15.87806 -1.91952  -0.07
C -13.69183 -16.30451 -2.24866  -0.69
O -12.92021 -16.75005 -1.32113  0.11
O -13.45627 -16.39741 -3.44292  -0.08
H -15.12725 -15.96890 -2.84885  -0.19
O -16.90752 -16.77188 -6.51101  -0.19
C -18.16207 -17.15675 -6.66889  -0.77
O -18.90717 -17.00181 -5.68729  -0.03
O -18.45943 -17.78543 -7.71349  0.06
H -17.23780 -16.21315 -5.80366  -0.01
O -15.14902 -15.01633 -5.33198  -0.06
C -16.04603 -15.58546 -4.57747  -0.58
O -17.24975 -15.42954 -4.85657  -0.05
O -15.67632 -16.29026 -3.65844  0.07
H -14.45314 -15.47890 -4.85935  0.09
O -17.06161 -14.47249 -6.86270  -0.02
C -16.66641 -13.22798 -7.24458  -0.73
O -17.23803 -12.65831 -8.18046  0.15
O -15.70632 -12.68365 -6.59109  -0.19
H -16.62089 -14.66738 -6.03240  0.06

=====

Below is a cluster of 8 separate species, C41H59BBr2F6N7O5PSSi2 in total in a non-equilibrium geometry, with properties calculated with wB97M-V/def2-TZVPD.

Lowest unoccupied orbital energy in Eh: -0.0087
SMILES: CCB(O)[Si@@](O[Si@H](CC=O)CC[C@@](F)(Br)C(F)(F)Br)(P(CC)CC)S(=O)(=O)C(F)(F)F.c1cc[nH]c1.c1cc[nH]c1.c1cc[nH]c1.c1cc[nH]c1.c1cc[nH]c1.c1cc[nH]c1.c1cc[nH]c1
DFT total energy in Ha: -9447.8632
E_HOMO in eV: -7.83
HOMO-LUMO gap in eV: 7.590
2S+1: 1
Molecular weight in g/mol: 1133.788

Last column: Löwdin charge in e.
Element x y z (Å)
C 3.04949 -2.63644 -1.12312  -0.11
C 2.76566 -1.14302 -0.82085  -0.20
B 3.30871 -0.15077 -1.90459  -0.54
O 4.38434 -0.50956 -2.67498  0.10
Si 2.56146 1.67947 -2.32247  0.44
O 3.71699 2.49820 -3.16883  -0.35
Si 4.40214 3.98173 -3.51583  0.57
C 4.33050 5.42492 -2.29635  -0.20
C 3.07716 6.05260 -1.79226  -0.30
O 2.33697 6.73793 -2.48177  -0.04
C 4.04207 4.54959 -5.26794  -0.23
C 3.15097 5.79569 -5.48208  -0.24
C 1.73513 5.50965 -5.92794  -0.80
F 1.72940 4.52507 -6.90032  -0.01
Br 0.63239 4.89650 -4.45591  0.88
C 1.07386 6.73421 -6.61157  -0.92
F -0.10553 6.35735 -7.16014  0.03
F 1.87665 7.17292 -7.61433  0.04
Br 0.71095 8.20959 -5.40318  0.82
P 0.72109 1.33332 -3.57149  0.86
C 1.54504 1.39652 -5.22691  -0.49
C 0.56807 1.08527 -6.35904  -0.15
C 0.29264 -0.45406 -3.30594  -0.43
C 1.06661 -1.50888 -4.11683  -0.14
S 1.82649 2.49681 -0.37872  0.63
O 1.20617 1.44486 0.40531  -0.34
O 0.99018 3.66076 -0.59464  -0.35
C 3.33608 2.96312 0.66395  -0.65
F 4.43916 2.71048 -0.07977  0.10
F 3.37588 2.19665 1.75678  0.14
F 3.32954 4.24679 1.03216  0.14
H 2.23391 -3.26928 -0.78386  0.08
H 3.95573 -2.97327 -0.61862  0.07
H 3.20789 -2.80155 -2.18784  0.06
H 1.71229 -1.02337 -0.57760  0.08
H 3.29863 -0.90204 0.10975  0.10
H 4.98005 -1.09738 -2.19970  0.11
H 5.85151 3.67925 -3.51146  0.02
H 4.94383 5.12352 -1.44482  0.07
H 4.90045 6.20549 -2.81116  0.10
H 2.86297 5.93938 -0.72722  0.11
H 5.02165 4.78933 -5.68641  0.08
H 3.69709 3.70144 -5.86054  0.07
H 3.15301 6.46000 -4.62159  0.08
H 3.59494 6.37479 -6.29479  0.12
H 2.45643 0.80017 -5.27192  0.08
H 1.84628 2.43585 -5.32529  0.00
H 0.96066 1.55836 -7.26189  0.07
H 0.50838 0.02338 -6.58038  0.06
H -0.40866 1.53232 -6.18705  0.07
H -0.75913 -0.51401 -3.58582  0.07
H 0.33250 -0.71661 -2.25164  0.05
H 1.10846 -2.43095 -3.53420  0.07
H 0.55188 -1.76079 -5.03914  0.07
H 2.09717 -1.22333 -4.31775  0.06
C 1.66124 -2.79835 3.66215  -0.10
C 0.91916 -1.90019 4.47538  -0.13
C 0.97898 -0.66847 3.87847  -0.13
N 1.72470 -0.78542 2.74094  0.03
C 2.14453 -2.08039 2.60005  -0.13
H 1.82189 -3.85005 3.83257  0.08
H 0.39689 -2.12851 5.38854  0.06
H 0.55335 0.27708 4.16787  0.12
H 1.91922 -0.01843 2.11696  0.10
H 2.74175 -2.38743 1.75989  0.09
C -0.87746 -5.46379 8.52256  -0.13
C -0.74854 -5.95904 7.19465  -0.10
C 0.01264 -5.05634 6.49932  -0.15
N 0.34528 -4.04051 7.35329  0.02
C -0.19369 -4.27728 8.58431  -0.13
H -1.41137 -5.92385 9.33822  0.10
H -1.16637 -6.87139 6.80101  0.08
H 0.34707 -5.04611 5.47570  0.09
H 0.89949 -3.24025 7.11023  0.13
H -0.04640 -3.58731 9.39683  0.11
C -6.32629 -4.80227 7.64316  -0.11
C -6.20182 -3.91846 8.75001  -0.12
C -4.87439 -3.87381 9.08800  -0.15
N -4.19533 -4.69525 8.23224  0.01
C -5.07086 -5.26617 7.35207  -0.15
H -7.23096 -5.06331 7.12084  0.09
H -6.99390 -3.37575 9.23765  0.09
H -4.35861 -3.32663 9.85810  0.10
H -3.20200 -4.85602 8.24651  0.10
H -4.72517 -5.94522 6.59193  0.10
C -3.97547 -2.07480 5.58588  -0.10
C -4.63846 -1.17488 4.70834  -0.11
C -3.76759 -0.88369 3.69047  -0.14
N -2.60773 -1.57136 3.91930  0.01
C -2.72768 -2.30070 5.07110  -0.14
H -4.36366 -2.51211 6.49226  0.07
H -5.63820 -0.78872 4.81202  0.09
H -3.87497 -0.24966 2.82726  0.10
H -1.78910 -1.54586 3.33861  0.13
H -1.91834 -2.91709 5.42557  0.08
C -1.89631 2.66064 -9.07758  -0.12
C -3.31247 2.65043 -8.95124  -0.11
C -3.78099 1.60484 -9.70000  -0.14
N -2.70452 0.98479 -10.27317  0.00
C -1.55208 1.62001 -9.89802  -0.15
H -1.21108 3.35331 -8.61701  0.09
H -3.91532 3.33284 -8.37667  0.09
H -4.78249 1.25117 -9.87255  0.10
H -2.75322 0.18749 -10.87802  0.14
H -0.59180 1.27963 -10.24502  0.10
C -2.04743 6.90876 0.99356  -0.11
C -2.47476 7.73635 -0.07900  -0.12
C -1.50360 7.68161 -1.04349  -0.14
N -0.50853 6.86024 -0.59635  0.02
C -0.83006 6.38356 0.64299  -0.15
H -2.57428 6.71786 1.91338  0.09
H -3.38996 8.30131 -0.13720  0.09
H -1.43858 8.15435 -2.00838  0.10
H 0.33013 6.64027 -1.11252  0.11
H -0.17511 5.70681 1.16417  0.10
C -2.74911 -9.37906 4.12586  -0.11
C -1.61292 -10.19004 3.85408  -0.11
C -0.51403 -9.37474 3.88081  -0.14
N -0.94199 -8.10450 4.15577  0.00
C -2.30196 -8.09867 4.30911  -0.15
H -3.77537 -9.69998 4.18115  0.09
H -1.60504 -11.24948 3.66224  0.09
H 0.52964 -9.58872 3.72931  0.10
H -0.34948 -7.30021 4.23372  0.13
H -2.83094 -7.18812 4.53382  0.10